Entry from the OMol25 dataset: a molecular structure, C37H39GeN3O3STc (ωB97M-V with the def2-TZVPD basis set).

The geometry in ORCA input format:
```
! RIJCOSX wB97M-V def2-TZVPD def2/J DEFGRID3
* xyz 3 1
Tc -1.1883 -0.2985 0.9442
C -5.5473 1.5716 1.3554
N -4.7829 1.0535 2.5008
C -5.5333 0.9458 3.7599
C -3.5449 0.6636 2.3558
O -2.9332 0.7676 1.2507
C -2.7819 0.0098 3.4884
O -1.3823 -0.0164 3.1594
C -0.6082 1.0698 3.6968
C -0.1443 1.9806 2.5736
O -0.2820 1.5668 1.3886
N 0.4410 3.1220 2.8429
C 0.9548 3.9725 1.7620
C 0.6709 3.6373 4.1965
H -5.6673 2.6491 1.4584
H -6.5276 1.1000 1.3588
H -5.0310 1.3432 0.4306
H -6.2312 1.7774 3.8097
H -4.8825 0.9978 4.6270
H -6.0972 0.0137 3.7826
H -3.1048 -1.0269 3.5987
H -2.9256 0.5151 4.4403
H 0.2664 0.6380 4.1874
H -1.1912 1.6043 4.4440
H 0.6324 3.5912 0.7996
H 2.0431 3.9960 1.8138
H 0.5755 4.9833 1.9036
H 0.3767 2.9260 4.9607
H 0.1111 4.5615 4.3319
H 1.7318 3.8513 4.3167
C 1.4257 -1.2807 1.9342
C 0.5770 -2.4740 1.8716
C 0.9698 -3.7407 2.3289
C 0.2049 -4.8304 2.0059
C -0.9344 -4.6680 1.1838
C -1.7394 -5.7341 0.7102
C -2.8050 -5.4791 -0.1080
C -3.1235 -4.1571 -0.4998
C -2.3708 -3.1109 -0.0364
S -2.6668 -1.4097 -0.3815
C -1.2858 -3.3624 0.8108
N -0.5629 -2.2736 1.2189
H 2.0075 -1.0808 2.8280
H 2.1200 0.3929 0.8170
H 1.0931 -0.8462 -0.0999
H 1.8884 -3.8387 2.8909
H 0.4856 -5.8206 2.3432
H -1.4927 -6.7476 0.9985
H -3.4160 -6.2953 -0.4681
H -3.9608 -3.9755 -1.1618
C 1.5244 -0.5097 0.8430
Ge 2.2942 0.6491 -3.1222
C 1.4629 2.2846 -2.6848
C 2.1493 3.5064 -2.6545
C 1.4615 4.6749 -2.3728
C 0.0966 4.6312 -2.1085
C -0.5918 3.4244 -2.1339
C 0.0828 2.2527 -2.4384
C 4.0925 0.2546 -2.8008
C 5.0319 1.2181 -2.3941
C 6.3357 0.8372 -2.1414
C 6.7082 -0.4974 -2.2828
C 5.7867 -1.4583 -2.6805
C 4.4802 -1.0878 -2.9488
C 1.2086 -0.7577 -3.7895
C 0.1475 -1.3050 -3.0601
C -0.6239 -2.3092 -3.6225
C -0.3561 -2.7608 -4.9091
C 0.6924 -2.2187 -5.6369
C 1.4825 -1.2236 -5.0784
H 3.2038 3.5604 -2.8870
H 1.9831 5.6227 -2.3803
H -0.4384 5.5506 -1.9078
H -1.6591 3.4040 -1.9569
H -0.4685 1.3224 -2.5138
H 4.7525 2.2562 -2.2841
H 7.0679 1.5757 -1.8448
H 7.7322 -0.7886 -2.0883
H 6.0937 -2.4888 -2.7967
H 3.7660 -1.8300 -3.2851
H -0.1191 -0.9653 -2.0613
H -1.4447 -2.7345 -3.0587
H -0.9699 -3.5361 -5.3479
H 0.8988 -2.5694 -6.6390
H 2.3054 -0.8185 -5.6568
*
```

Values from the calculation:
- F_max: 0.0124 hartree/bohr
- ΔE to the lowest compared entry with this formula, charge and spin: 0.0 kJ/mol